{
  "formula": "C21H31N3O3S",
  "method": "the ωB97M-V functional and the def2-TZVPD basis",
  "species": ["C", "H", "H", "H", "C", "N", "C", "C", "H", "H", "H", "H", "H", "C", "H", "C", "C", "N", "C", "O", "C", "C", "C", "C", "C", "C", "H", "H", "C", "H", "H", "H", "N", "C", "O", "C", "C", "O", "C", "C", "H", "H", "S", "H", "H", "C", "H", "H", "H", "H", "H", "H", "H", "H", "H", "H", "H", "H", "H"],
  "xyz": [[1.220, 2.262, -1.094], [1.749, 1.621, -0.394], [0.611, 2.962, -0.526], [1.944, 2.833, -1.668], [0.316, 1.440, -2.007], [0.997, 0.302, -2.611], [0.071, -0.724, -3.068], [-0.899, -0.307, -4.178], [-1.489, -1.166, -4.487], [-1.577, 0.466, -3.827], [-0.360, 0.069, -5.045], [-0.512, -1.054, -2.202], [0.667, -1.576, -3.410], [2.000, 0.672, -3.610], [1.779, 1.664, -4.029], [3.438, 0.676, -3.069], [3.890, -0.698, -2.570], [3.133, -1.078, -1.403], [3.693, -1.274, -0.191], [4.898, -1.357, -0.022], [2.725, -1.429, 0.940], [1.388, -1.066, 0.863], [0.545, -1.197, 1.959], [1.011, -1.739, 3.159], [2.357, -2.084, 3.227], [3.204, -1.925, 2.150], [4.248, -2.190, 2.216], [2.741, -2.495, 4.150], [0.102, -1.969, 4.320], [-0.811, -2.468, 3.994], [-0.187, -1.015, 4.759], [0.591, -2.576, 5.078], [-0.798, -0.799, 1.773], [-1.472, 0.132, 2.501], [-1.064, 0.598, 3.548], [-2.767, 0.543, 1.904], [-3.737, 1.122, 2.638], [-4.924, 1.600, 2.180], [-5.122, 1.726, 0.792], [-4.745, 0.458, 0.045], [-5.001, 0.524, -1.010], [-5.219, -0.415, 0.496], [-2.947, 0.265, 0.145], [-6.187, 1.946, 0.673], [-4.537, 2.570, 0.403], [-3.661, 1.287, 4.124], [-2.965, 2.086, 4.372], [-3.299, 0.383, 4.604], [-4.652, 1.542, 4.491], [-1.163, -0.989, 0.848], [0.965, -0.651, -0.040], [2.148, -0.866, -1.495], [3.748, -1.448, -3.357], [4.946, -0.681, -2.288], [4.098, 0.993, -3.879], [3.537, 1.389, -2.253], [1.960, -0.047, -4.432], [-0.514, 1.044, -1.413], [-0.111, 2.108, -2.774]],
  "atomic_forces_ev_per_a": [[-0.2, -0.1, -0.2], [0.1, -0.1, 0.1], [0.0, 0.1, 0.1], [0.1, 0.1, 0.0], [0.1, 0.1, 0.2], [-0.2, 0.0, 0.0], [-0.2, 0.0, -0.2], [0.2, -0.1, 0.2], [-0.1, -0.1, -0.1], [-0.1, 0.1, 0.0], [0.0, 0.0, -0.1], [0.1, -0.1, 0.0], [0.0, 0.0, 0.1], [0.4, 0.2, 0.1], [-0.1, -0.1, -0.1], [-0.2, -0.3, -0.1], [0.2, 0.2, -0.1], [-0.2, -0.1, -0.1], [0.0, -0.2, -0.2], [0.2, 0.0, 0.2], [-0.1, -0.1, 0.4], [0.1, -0.1, 0.2], [0.4, 0.0, 0.1], [-0.1, 0.1, -0.1], [0.0, 0.1, -0.1], [0.1, 0.1, -0.2], [0.1, 0.0, 0.0], [0.0, 0.0, 0.1], [0.0, 0.1, 0.1], [-0.1, 0.0, 0.0], [0.0, -0.1, 0.1], [0.0, -0.1, 0.0], [0.0, -0.3, -0.4], [-0.3, 0.1, 0.2], [0.2, 0.1, 0.1], [-0.5, 0.2, -0.7], [0.2, -0.1, 0.4], [0.3, -0.1, 0.3], [-0.2, 0.1, -0.6], [0.4, 0.0, 0.3], [0.0, 0.0, 0.0], [-0.1, 0.1, -0.1], [-0.2, 0.1, 0.0], [0.1, 0.0, 0.0], [-0.1, -0.1, 0.1], [-0.1, 0.1, 0.0], [0.0, 0.0, 0.1], [0.0, 0.0, 0.0], [0.0, 0.0, 0.0], [-0.1, -0.1, 0.2], [0.0, 0.1, -0.2], [0.1, 0.0, 0.2], [0.1, 0.0, 0.0], [-0.1, -0.1, -0.1], [0.0, 0.1, 0.0], [0.1, 0.1, 0.0], [0.0, 0.0, 0.0], [0.0, 0.0, -0.1], [-0.1, -0.1, 0.0]],
  "total_charge": 0,
  "e_above_lowest_kcal_mol": 46.9,
  "e_homo_ev": -8.38,
  "smiles": "CCN(CC)CCCNC(=O)c1ccc(C)c(NC(=O)C2=C(C)OCCS2)c1"
}

---

{
  "formula": "CH8N4",
  "method": "the ωB97M-V functional and the def2-TZVPD basis",
  "species": ["C", "N", "N", "N", "N", "H", "H", "H", "H", "H", "H", "H", "H"],
  "xyz": [[-1.835, 0.333, -0.167], [1.834, -0.048, -0.822], [-0.857, -0.198, 0.769], [1.869, -1.182, -0.164], [1.596, 0.978, -0.112], [-1.281, -0.273, 1.692], [-0.004, 0.447, 0.774], [1.809, -2.007, -0.752], [1.505, -1.229, 0.783], [1.626, 1.796, -0.712], [-2.263, 1.299, 0.132], [-1.346, 0.468, -1.134], [-2.651, -0.384, -0.288]],
  "atomic_forces_ev_per_a": [[0.0, 0.0, 0.0], [-0.1, 1.5, 0.3], [1.1, 0.8, 0.3], [0.1, -0.5, -0.1], [0.4, -1.4, -0.2], [0.4, 0.2, -0.1], [-1.7, -1.1, 0.4], [0.0, 0.4, 0.3], [-0.1, 0.1, -0.2], [0.1, -0.1, -0.4], [0.0, 0.0, -0.1], [-0.1, 0.0, -0.1], [0.0, 0.1, -0.1]],
  "total_charge": 0,
  "e_above_lowest_kcal_mol": 56.3,
  "e_homo_ev": -8.83,
  "smiles": "[H]/N=N/N.CN"
}

---

{
  "formula": "C3H35BeO15",
  "method": "the ωB97M-V functional and the def2-TZVPD basis",
  "species": ["Be", "C", "C", "C", "O", "H", "H", "H", "H", "H", "H", "H", "O", "H", "H", "O", "H", "H", "O", "H", "H", "O", "H", "H", "O", "H", "H", "O", "H", "H", "O", "H", "H", "O", "H", "H", "O", "H", "H", "O", "H", "H", "O", "H", "H", "O", "H", "H", "O", "H", "H", "O", "H", "H"],
  "xyz": [[1.784, -0.612, 2.118], [-1.035, 0.767, 2.096], [-0.648, -0.100, 0.840], [-0.417, 0.688, -0.400], [0.673, -0.735, 1.125], [-1.883, 1.300, 1.782], [-0.445, 1.640, 2.270], [-1.290, 0.232, 2.995], [-1.367, -0.845, 0.693], [0.468, 1.309, -0.288], [-1.251, 1.381, -0.621], [-0.314, 0.191, -1.324], [-1.008, -2.515, 3.386], [-0.215, -2.896, 3.076], [-1.497, -2.603, 2.579], [0.916, -2.278, -1.112], [0.325, -1.928, -1.767], [0.835, -1.696, -0.344], [1.566, -0.718, 3.769], [2.341, -0.713, 4.360], [0.792, -0.771, 4.349], [-1.710, 0.971, -3.712], [-1.776, 1.617, -4.448], [-2.532, 0.992, -3.205], [2.238, 1.297, 1.919], [1.670, 1.683, 1.242], [3.142, 1.642, 1.696], [-2.800, -1.397, -1.247], [-3.340, -0.780, -0.768], [-1.995, -0.885, -1.378], [-3.577, -1.040, 2.209], [-4.325, -0.659, 2.595], [-2.972, -0.384, 1.945], [3.088, -1.257, 1.419], [3.080, -2.224, 1.271], [3.970, -0.833, 1.349], [-0.544, -1.395, -3.296], [-1.378, -1.857, -3.389], [-0.722, -0.484, -3.564], [-0.327, 3.321, -2.456], [-1.256, 3.146, -2.487], [-0.095, 3.845, -3.233], [-2.188, -3.092, 0.964], [-1.796, -3.927, 1.058], [-2.039, -2.765, 0.101], [3.137, 0.600, -1.092], [3.697, -0.013, -1.550], [3.517, 1.437, -1.409], [1.836, 3.173, -0.235], [1.129, 3.192, -0.873], [2.671, 3.257, -0.744], [1.381, 1.154, -3.099], [1.832, 0.876, -2.319], [0.655, 1.690, -2.845]],
  "atomic_forces_ev_per_a": [[-1.6, 1.7, -1.1], [0.0, -0.5, -1.8], [3.5, 0.6, 2.7], [-0.9, 2.3, 0.2], [-1.6, 0.0, 0.2], [-2.0, 0.6, -0.3], [1.4, 0.1, 0.3], [0.3, -0.4, 0.2], [-0.9, -1.3, 0.0], [0.0, -0.1, 0.0], [0.1, 0.0, 0.4], [0.4, -1.3, -0.8], [-0.1, 0.7, 1.4], [1.8, -0.7, -0.1], [-1.6, 0.4, -1.1], [0.7, -0.6, 0.8], [-0.4, 0.3, -1.1], [0.1, 0.1, 0.2], [1.1, -0.2, 0.6], [-0.3, 0.1, -0.3], [-0.5, -0.2, -0.6], [-0.2, 1.0, -0.4], [-0.2, -0.7, 0.7], [-0.1, 0.0, -0.4], [1.7, -0.3, 0.5], [0.0, 0.2, -0.4], [-1.3, -0.4, 0.3], [0.5, 0.0, -0.4], [-0.9, 0.1, 0.6], [0.3, -0.2, -0.4], [0.5, -2.4, -0.6], [-1.6, 1.2, 0.9], [0.7, 1.4, -0.2], [1.0, -0.5, 0.6], [0.4, 0.6, -0.3], [-0.7, -0.8, -0.1], [0.2, -0.3, 0.3], [-0.2, -0.2, -0.2], [0.1, 0.0, -0.2], [1.1, 0.4, 0.2], [-0.8, -0.1, -0.1], [-0.2, 0.0, 0.1], [-0.9, 1.0, 1.7], [0.8, -1.9, -0.3], [0.2, 0.4, -1.7], [0.5, 1.1, 0.5], [0.3, -1.1, -0.5], [-0.3, -0.2, 0.2], [1.4, 0.0, 0.3], [-0.6, 0.2, -0.7], [-1.0, 0.2, 0.4], [0.6, -0.4, -1.7], [0.3, -0.5, 0.9], [-1.1, 0.8, 0.5]],
  "total_charge": 1,
  "e_above_lowest_kcal_mol": 12.3,
  "e_homo_ev": -12.43
}